84
Properties=species:S:1:pos:R:3 method="wB97M-V/def2-TZVPD" energy_ev=-67032.834 gap_ha=0.3506
C 0.953 1.482 0.372
C 0.518 2.891 0.869
C -0.794 2.879 1.694
C -1.995 3.545 1.027
N -2.774 2.716 0.041
P -3.352 1.204 0.619
O -2.370 -0.026 0.324
O -4.710 0.880 -0.168
S -3.750 1.232 2.500
S -2.175 2.667 -1.509
O -1.465 1.487 -1.821
O -3.254 2.937 -2.371
F -1.194 3.858 -1.648
H 0.235 0.726 0.678
H 1.919 1.239 0.814
H 1.115 1.478 -0.704
H 1.315 3.228 1.530
H 0.507 3.596 0.040
H -0.981 1.864 2.035
H -0.595 3.461 2.596
H -2.699 3.819 1.809
H -1.697 4.470 0.541
H -2.640 -0.477 -0.496
H -4.611 1.024 -1.129
C 2.710 -1.431 -2.130
C 1.433 -1.931 -1.461
C 1.631 -2.317 0.004
C 2.605 -3.472 0.245
C 2.248 -4.774 -0.469
C 0.913 -5.362 -0.023
H 3.486 -2.199 -2.145
H 2.513 -1.145 -3.164
H 3.104 -0.557 -1.607
H 1.027 -2.774 -2.028
H 0.681 -1.138 -1.512
H 0.657 -2.566 0.437
H 1.987 -1.442 0.556
H 2.659 -3.660 1.322
H 3.613 -3.169 -0.055
H 3.036 -5.506 -0.268
H 2.240 -4.626 -1.553
H 0.917 -5.565 1.050
H 0.717 -6.302 -0.541
H 0.082 -4.689 -0.240
C -3.435 4.408 4.661
C -4.369 4.700 5.831
C -5.848 4.637 5.451
C -6.288 5.661 4.404
C -6.030 7.120 4.779
C -6.788 7.566 6.026
H -3.551 5.142 3.860
H -2.394 4.439 4.989
H -3.630 3.416 4.249
H -4.126 5.675 6.262
H -4.183 3.965 6.618
H -6.450 4.758 6.356
H -6.075 3.636 5.073
H -7.358 5.527 4.218
H -5.791 5.448 3.453
H -6.335 7.752 3.940
H -4.959 7.294 4.919
H -7.865 7.447 5.888
H -6.592 8.619 6.235
H -6.490 6.996 6.907
C 5.303 -3.808 -6.989
C 5.978 -4.999 -6.315
C 4.990 -5.962 -5.659
C 4.161 -5.360 -4.524
C 4.974 -4.769 -3.373
C 5.832 -5.803 -2.650
H 4.752 -3.197 -6.272
H 6.047 -3.165 -7.463
H 4.607 -4.142 -7.760
H 6.707 -4.642 -5.582
H 6.548 -5.549 -7.068
H 5.540 -6.832 -5.288
H 4.306 -6.345 -6.423
H 3.499 -6.137 -4.128
H 3.502 -4.584 -4.925
H 4.282 -4.326 -2.653
H 5.607 -3.952 -3.731
H 5.212 -6.603 -2.241
H 6.370 -5.339 -1.822
H 6.574 -6.249 -3.314